# 1
C35H37ClO4P2Re | wB97M-V/def2-TZVPD

XYZ file:
```
80
Properties=species:S:1:pos:R:3
Re 0.066 0.458 -0.478
C 1.066 2.463 4.002
C 1.519 1.241 4.298
C 0.677 0.148 4.902
C -0.665 -0.298 4.279
C -0.919 0.050 2.844
C -1.570 1.180 2.514
C -1.557 2.425 3.291
C -0.359 2.944 4.171
C -1.396 1.352 -1.681
H 1.779 3.319 3.922
H 2.618 1.137 4.634
H 0.411 0.431 5.930
H 1.289 -0.757 5.106
H -0.716 -1.399 4.348
H -1.428 0.217 4.867
H -0.573 -0.667 2.040
H -2.041 1.244 1.557
H -2.401 2.331 4.009
H -1.807 3.255 2.646
H -0.253 4.013 3.914
H -0.688 2.902 5.239
H -1.478 2.440 -1.829
H -2.339 0.879 -1.469
H -0.824 0.770 -2.501
P 2.016 0.040 -1.342
P -1.355 -1.495 -1.575
C 1.022 -1.375 -0.296
C -0.035 -2.216 -0.708
C 2.485 -0.651 -2.877
C 2.942 -1.976 -2.828
C 3.546 -2.464 -3.971
C 3.665 -1.672 -5.110
C 3.205 -0.350 -5.115
C 2.599 0.197 -3.995
C 3.343 0.782 -0.335
C 3.193 1.553 0.819
C 4.204 2.401 1.276
C 5.425 2.403 0.588
C 5.600 1.529 -0.492
C 4.580 0.703 -0.981
C -1.771 -2.334 -3.208
C -0.817 -2.298 -4.247
C -1.075 -2.903 -5.486
C -2.293 -3.566 -5.728
C -3.222 -3.641 -4.681
C -2.965 -3.033 -3.441
C -2.935 -1.773 -0.683
C -4.139 -1.127 -1.046
C -5.209 -1.095 -0.144
C -5.091 -1.702 1.108
C -3.979 -2.499 1.387
C -2.919 -2.558 0.482
H 1.873 -1.887 0.196
H -0.153 -3.258 -0.400
H 2.830 -2.543 -1.902
H 3.900 -3.478 -3.933
H 4.096 -2.098 -6.009
H 3.296 0.267 -5.989
H 2.236 1.229 -3.930
H 2.237 1.498 1.386
H 4.024 3.080 2.119
H 6.220 3.099 0.865
H 6.540 1.439 -1.017
H 4.676 0.006 -1.843
H 0.128 -1.778 -4.082
H -0.322 -2.846 -6.276
H -2.498 -4.030 -6.708
H -4.168 -4.165 -4.833
H -3.700 -3.086 -2.646
H -4.227 -0.658 -2.035
H -6.132 -0.592 -0.426
H -5.861 -1.580 1.863
H -3.912 -3.067 2.315
H -2.048 -3.180 0.682
O -2.630 6.856 7.164
Cl -2.139 6.385 5.837
O -0.665 6.496 5.753
O -2.564 4.956 5.624
O 0.534 1.982 0.301
```

Summary:
Max |F| = 7.71 eV/A
E_LUMO (spin up / spin down) = -8.470 / -8.477 eV
⟨S²⟩ = 3.7824
Net charge = +2
Orbital gap (spin up / spin down) = 4.78 / 4.76 eV
2S+1 = 4

---

# 2
C35H37ClP2Sn | wB97M-V/def2-TZVPD

XYZ file:
```
76
Properties=species:S:1:pos:R:3
Sn -5.045 1.511 -1.953
C 0.795 -0.195 -1.371
C -0.215 -0.182 -2.251
C -0.681 -1.360 -3.079
C -1.945 -2.028 -2.505
C -1.853 -2.318 -1.027
C -0.719 -2.700 -0.407
C 0.701 -2.742 -0.892
C 1.536 -1.414 -0.885
C -3.704 0.953 -0.262
H 1.167 0.739 -0.941
H -0.733 0.763 -2.466
H 0.089 -2.131 -3.130
H -0.871 -1.007 -4.117
H -2.807 -1.374 -2.715
H -2.113 -3.001 -3.014
H -2.837 -2.564 -0.582
H -0.820 -3.206 0.559
H 0.818 -3.240 -1.862
H 1.234 -3.358 -0.149
H 1.825 -1.202 0.153
H 2.491 -1.614 -1.413
H -3.086 1.775 0.137
H -3.088 0.083 -0.522
H -4.444 0.618 0.480
P -6.666 2.959 -4.774
P -8.571 1.240 -2.958
C -7.397 1.439 -5.412
C -8.220 0.696 -4.636
C -7.229 4.104 -6.156
C -7.431 3.685 -7.477
C -7.800 4.604 -8.469
C -7.994 5.949 -8.149
C -7.837 6.369 -6.822
C -7.476 5.454 -5.827
C -4.951 2.545 -5.259
C -4.367 1.331 -4.802
C -2.969 1.263 -4.685
C -2.201 2.211 -5.364
C -2.789 3.340 -5.952
C -4.159 3.556 -5.806
C -10.421 1.054 -3.105
C -11.105 1.897 -4.006
C -12.480 1.772 -4.209
C -13.204 0.792 -3.508
C -12.527 -0.066 -2.630
C -11.148 0.070 -2.423
C -8.121 -0.269 -1.992
C -8.086 -0.096 -0.594
C -7.680 -1.160 0.205
C -7.327 -2.381 -0.381
C -7.389 -2.554 -1.764
C -7.777 -1.491 -2.583
H -7.100 1.098 -6.413
H -8.728 -0.189 -5.048
H -7.266 2.643 -7.743
H -7.911 4.264 -9.499
H -8.275 6.659 -8.930
H -8.016 7.416 -6.567
H -7.397 5.782 -4.787
H -4.984 0.474 -4.479
H -2.484 0.512 -4.046
H -1.130 2.034 -5.409
H -2.181 4.054 -6.502
H -4.615 4.480 -6.153
H -10.553 2.663 -4.549
H -12.993 2.458 -4.890
H -14.287 0.692 -3.660
H -13.075 -0.857 -2.109
H -10.641 -0.628 -1.755
H -8.340 0.877 -0.155
H -7.631 -1.025 1.285
H -7.020 -3.213 0.248
H -7.167 -3.518 -2.223
H -7.831 -1.605 -3.668
Cl -3.878 3.602 -1.777
```

Summary:
Max |F| = 1.59 eV/A
E_LUMO = -0.226 eV
Orbital gap = 7.40 eV
2S+1 = 1

---

# 3
C35H37F5OP2TeTi | wB97M-V/def2-TZVPD

XYZ file:
```
82
Properties=species:S:1:pos:R:3
Ti -0.917 1.054 -1.377
C -1.780 0.998 -5.698
C -1.819 -0.326 -5.528
C -1.249 -1.306 -6.512
C 0.201 -1.056 -7.009
C 1.094 -0.101 -6.253
C 1.037 1.235 -6.267
C 0.095 2.072 -7.084
C -1.384 1.666 -6.984
C 1.306 0.174 -0.115
H -2.087 1.709 -4.942
H -2.410 -0.777 -4.723
H -1.909 -1.327 -7.394
H -1.296 -2.307 -6.061
H 0.710 -2.035 -6.946
H 0.166 -0.804 -8.084
H 1.927 -0.604 -5.751
H 1.797 1.836 -5.763
H 0.390 2.028 -8.147
H 0.210 3.115 -6.750
H -1.979 2.596 -7.045
H -1.649 1.021 -7.836
H 0.530 0.963 0.102
H 2.146 0.489 0.511
H 0.966 -0.820 0.197
P -1.576 -0.951 -2.269
P 1.919 0.121 -1.791
C -0.162 -1.276 -3.280
C 1.092 -0.742 -3.135
C -2.520 -2.416 -1.943
C -2.896 -3.296 -2.977
C -3.689 -4.400 -2.657
C -4.094 -4.617 -1.333
C -3.689 -3.748 -0.313
C -2.887 -2.665 -0.608
C -2.623 0.559 -2.670
C -2.132 1.959 -2.748
C -3.065 3.027 -2.589
C -4.423 2.764 -2.613
C -4.894 1.445 -2.691
C -4.027 0.358 -2.707
C 3.370 -0.969 -1.656
C 3.099 -2.294 -1.262
C 4.156 -3.135 -0.915
C 5.475 -2.686 -1.080
C 5.731 -1.441 -1.674
C 4.672 -0.582 -1.994
C 2.486 1.799 -2.181
C 2.576 2.872 -1.265
C 2.923 4.142 -1.726
C 3.139 4.361 -3.089
C 3.097 3.294 -3.998
C 2.818 2.011 -3.527
H -0.299 -2.091 -4.009
H 1.843 -1.162 -3.819
H -2.562 -3.116 -4.003
H -3.977 -5.101 -3.445
H -4.717 -5.479 -1.094
H -3.985 -3.925 0.717
H -2.532 -2.013 0.178
H -1.135 2.119 -3.227
H -2.705 4.045 -2.464
H -5.158 3.571 -2.557
H -5.970 1.263 -2.723
H -4.420 -0.661 -2.766
H 2.068 -2.659 -1.206
H 3.954 -4.129 -0.504
H 6.308 -3.325 -0.772
H 6.760 -1.126 -1.873
H 4.867 0.379 -2.476
H 2.377 2.724 -0.201
H 3.002 4.970 -1.019
H 3.329 5.366 -3.457
H 3.263 3.456 -5.066
H 2.831 1.148 -4.199
F -3.157 1.805 2.082
Te -1.800 0.461 2.158
F -2.107 0.174 4.057
F -3.134 -0.858 1.809
F -0.344 1.753 2.287
F -0.539 -1.002 2.044
O -1.705 0.670 0.224
```

Summary:
Relative energy (zero: lowest compared OMol25 entry of this formula, charge and spin) = 0.00 kcal per mole
Max |F| = 3.22 eV/A
E_LUMO (spin up / spin down) = -0.704 / -0.792 eV
⟨S²⟩ = 2.4786
Orbital gap (spin up / spin down) = 5.05 / 6.11 eV
2S+1 = 3

---

# 4
C35H37F5OP2TeZr | wB97M-V/def2-TZVPD

XYZ file:
```
82
Properties=species:S:1:pos:R:3
Zr -0.134 -0.024 0.072
C 0.295 -2.148 0.732
C 1.574 -1.636 0.384
C 2.283 -1.920 -0.886
C 2.059 -0.906 -2.020
C 0.677 -0.368 -2.127
C -0.500 -1.122 -1.941
C -0.552 -2.578 -1.662
C -0.577 -2.974 -0.164
C -0.970 1.858 -0.564
H -0.016 -2.064 1.768
H 2.146 -1.177 1.207
H 2.036 -2.942 -1.238
H 3.383 -1.958 -0.657
H 2.749 -0.035 -1.861
H 2.368 -1.335 -2.989
H 0.562 0.623 -2.578
H -1.452 -0.631 -2.222
H 0.282 -3.089 -2.165
H -1.479 -2.990 -2.134
H -1.620 -2.891 0.207
H -0.304 -4.033 -0.038
H -1.720 2.057 0.193
H -1.403 1.716 -1.535
H -0.182 2.593 -0.557
P 8.505 4.323 -2.159
P 6.646 5.331 -5.219
C 8.598 3.709 -3.830
C 7.800 4.007 -4.944
C 10.251 4.239 -1.558
C 11.194 3.349 -2.058
C 12.507 3.364 -1.562
C 12.872 4.263 -0.557
C 11.923 5.154 -0.049
C 10.628 5.163 -0.539
C 7.763 2.843 -1.341
C 6.412 2.553 -1.665
C 5.774 1.471 -1.069
C 6.443 0.678 -0.132
C 7.769 0.976 0.200
C 8.422 2.048 -0.403
C 7.436 6.087 -6.719
C 8.672 6.756 -6.521
C 9.309 7.368 -7.591
C 8.734 7.354 -8.865
C 7.508 6.712 -9.059
C 6.866 6.082 -7.995
C 5.172 4.508 -5.957
C 3.911 5.140 -5.748
C 2.764 4.565 -6.266
C 2.824 3.362 -6.974
C 4.058 2.739 -7.171
C 5.233 3.316 -6.665
H 9.318 2.886 -3.967
H 8.000 3.391 -5.846
H 10.920 2.641 -2.831
H 13.248 2.668 -1.970
H 13.897 4.273 -0.176
H 12.207 5.864 0.737
H 9.888 5.870 -0.169
H 5.882 3.180 -2.375
H 4.733 1.249 -1.330
H 5.932 -0.168 0.342
H 8.296 0.364 0.935
H 9.462 2.265 -0.143
H 9.110 6.788 -5.528
H 10.266 7.874 -7.430
H 9.237 7.846 -9.704
H 7.048 6.702 -10.050
H 5.912 5.574 -8.160
H 3.872 6.062 -5.173
H 1.795 5.055 -6.105
H 1.911 2.907 -7.366
H 4.112 1.791 -7.718
H 6.188 2.827 -6.831
F -4.230 -2.214 0.969
Te -3.185 -0.834 1.781
F -4.346 0.559 1.155
F -2.011 0.551 2.694
F -4.194 -0.949 3.486
F -2.039 -2.283 2.572
O -2.000 -0.617 0.180
```

Summary:
Max |F| = 6.55 eV/A
E_LUMO (spin up / spin down) = -9.976 / -9.998 eV
Net charge = +2
Orbital gap (spin up / spin down) = 1.24 / 1.39 eV
2S+1 = 1

---

# 5
C35H37FeN11O2S2 | wB97M-V/def2-TZVPD

XYZ file:
```
88
Properties=species:S:1:pos:R:3
Fe -0.108 -0.123 -1.415
C 0.507 -5.317 2.518
C -0.163 -4.328 1.604
C -1.253 -3.570 2.028
C -1.828 -2.635 1.193
C -1.344 -2.416 -0.100
N -1.827 -1.382 -0.894
C -3.152 -1.196 -1.042
C -4.096 -2.221 -0.773
C -5.444 -2.031 -0.940
C -5.942 -0.812 -1.412
C -7.410 -0.611 -1.649
C -5.025 0.190 -1.730
C -3.666 0.025 -1.555
N -2.816 1.114 -1.918
C -3.174 2.421 -1.919
C -2.257 3.109 -2.669
C -1.354 2.129 -3.104
N -1.680 0.926 -2.652
C -0.263 -3.195 -0.532
C 0.314 -4.123 0.314
N 0.194 -3.124 -1.878
C 0.593 -4.161 -2.652
C 0.860 -3.666 -3.901
C 0.588 -2.293 -3.803
N 0.183 -1.972 -2.585
H -0.140 -5.578 3.354
H 1.428 -4.894 2.926
H 0.771 -6.231 1.986
H -1.634 -3.694 3.034
H -2.630 -2.001 1.551
H -3.723 -3.185 -0.455
H -6.130 -2.843 -0.729
H -8.004 -1.224 -0.973
H -7.671 -0.899 -2.670
H -7.697 0.432 -1.518
H -5.390 1.117 -2.154
H -4.043 2.765 -1.382
H -2.238 4.166 -2.875
H -0.473 2.247 -3.719
H 1.174 -4.686 -0.030
H 0.636 -5.167 -2.268
H 1.193 -4.214 -4.765
H 0.663 -1.530 -4.563
O 3.819 -0.438 2.577
C 2.658 -0.388 3.247
C 2.719 -0.367 4.643
C 1.564 -0.325 5.395
C 0.312 -0.296 4.776
C 0.248 -0.307 3.398
C 1.404 -0.352 2.611
C 1.250 -0.339 1.137
O 0.079 -0.220 0.642
N 2.346 -0.433 0.415
N 2.051 -0.336 -0.935
C 3.061 -0.264 -1.703
S 2.880 -0.135 -3.446
C 4.518 0.603 -3.664
C 5.462 -0.152 -2.747
S 4.705 -0.243 -1.099
H 3.595 -0.460 1.614
H 3.697 -0.389 5.108
H 1.633 -0.318 6.476
H -0.593 -0.268 5.370
H -0.705 -0.277 2.886
H 4.466 1.659 -3.407
H 4.790 0.490 -4.712
H 6.413 0.368 -2.637
H 5.643 -1.161 -3.111
C 3.049 4.715 1.820
C 1.575 4.996 2.097
C 0.969 3.931 3.008
C 0.792 5.173 0.793
N 0.799 3.966 -0.036
C 0.103 2.841 0.082
N 0.495 2.019 -0.856
N 1.431 2.676 -1.581
N 1.620 3.848 -1.093
H 3.600 4.631 2.757
H 3.504 5.513 1.229
H 3.177 3.775 1.277
H 1.488 5.964 2.598
H 1.028 2.934 2.561
H -0.076 4.149 3.247
H 1.521 3.884 3.946
H 1.245 5.952 0.185
H -0.245 5.440 0.991
H -0.618 2.624 0.853
```

Summary:
Relative energy (zero: lowest compared OMol25 entry of this formula, charge and spin) = 14.80 kcal per mole
Max |F| = 0.61 eV/A
E_LUMO (spin up / spin down) = -1.976 / -4.535 eV
⟨S²⟩ = 8.8029
Net charge = +1
Orbital gap (spin up / spin down) = 7.84 / 5.27 eV
2S+1 = 6

---

# 6
C35H37GeN2O3Sn | wB97M-V/def2-TZVPD

XYZ file:
```
79
Properties=species:S:1:pos:R:3
Sn 1.498 0.366 0.859
C 3.657 -0.211 -2.270
Ge 2.185 0.972 -1.800
C 2.625 2.856 -1.802
C 2.843 3.597 -0.643
C 3.177 4.942 -0.721
C 3.295 5.554 -1.960
C 3.074 4.826 -3.121
C 2.737 3.482 -3.045
C 0.495 0.394 -2.531
C 0.494 -0.710 -3.350
C -0.709 -1.246 -3.855
C -1.902 -0.688 -3.502
C -1.952 0.437 -2.639
C -3.188 1.007 -2.247
C -3.229 2.084 -1.403
C -2.029 2.645 -0.918
C -0.820 2.121 -1.293
C -0.744 0.998 -2.155
H 3.851 -0.118 -3.341
H 3.427 -1.251 -2.046
H 4.558 0.092 -1.739
H 2.744 3.138 0.337
H 3.340 5.512 0.184
H 3.554 6.602 -2.022
H 3.160 5.305 -4.087
H 2.558 2.931 -3.962
H 1.426 -1.187 -3.627
H -0.678 -2.100 -4.518
H -2.832 -1.096 -3.879
H -4.104 0.580 -2.639
H -4.179 2.528 -1.130
H -2.064 3.514 -0.273
H 0.090 2.613 -0.966
C -7.158 0.216 0.108
O -5.801 -0.066 0.459
C -5.558 -0.532 1.706
C -6.520 -0.795 2.674
C -6.125 -1.246 3.924
C -4.783 -1.427 4.233
C -3.821 -1.167 3.275
C -4.211 -0.746 2.014
N -3.277 -0.398 0.996
C -2.142 -0.930 0.654
C -1.561 -2.175 1.047
C -2.337 -3.274 1.478
C -1.766 -4.505 1.663
C -0.395 -4.669 1.431
C 0.386 -3.617 1.008
C -0.177 -2.354 0.806
O 0.591 -1.360 0.368
H -7.581 0.970 0.773
H -7.760 -0.693 0.140
H -7.131 0.596 -0.908
H -7.569 -0.647 2.462
H -6.881 -1.449 4.671
H -4.489 -1.758 5.219
H -2.770 -1.289 3.504
H -3.570 0.395 0.428
H -1.597 -0.345 -0.081
H -3.400 -3.150 1.628
H -2.370 -5.346 1.973
H 0.058 -5.640 1.581
H 1.443 -3.744 0.818
C 5.225 1.267 1.504
N 5.532 -0.164 1.443
C 6.939 -0.585 1.520
C 4.531 -1.018 1.396
C 4.738 -2.498 1.415
O 3.336 -0.593 1.358
H 6.152 1.824 1.578
H 4.608 1.487 2.375
H 4.698 1.586 0.603
H 7.564 0.274 1.298
H 7.154 -1.353 0.783
H 7.184 -0.948 2.517
H 5.773 -2.808 1.498
H 4.304 -2.915 0.506
H 4.177 -2.899 2.259
```

Summary:
Relative energy (zero: lowest compared OMol25 entry of this formula, charge and spin) = 0.00 kcal per mole
Max |F| = 0.19 eV/A
E_LUMO (spin up / spin down) = -5.746 / -7.501 eV
⟨S²⟩ = 0.7599
Net charge = +2
Orbital gap (spin up / spin down) = 7.15 / 5.72 eV
2S+1 = 2

---

no.,E_tot (eV)
1,-78283.1631
2,-73824.2703
3,-101509.5219
4,-79658.6670
5,-113434.4552
6,-108352.4100